Entry from the OMol25 dataset: a structure of composition C56H143BN13O21Pb at a distorted geometry (ωB97M-V/def2-TZVPD).

Element x y z (Å)
Pb1 -5.205 -0.121 -1.477
O1 -0.465 1.469 -1.624
C1 -0.470 0.878 -0.572
O2 0.581 0.558 0.183
B1 0.107 -0.180 1.369
O3 -1.296 -0.498 1.118
C2 -1.683 0.171 0.066
O4 -2.795 0.145 -0.417
O5 0.268 0.636 2.586
C3 1.166 0.085 3.408
O6 1.437 0.426 4.524
C4 1.639 -1.216 2.665
O7 0.862 -1.415 1.626
O8 2.550 -1.914 3.009
C5 2.357 -2.037 7.186
C6 3.415 -3.110 6.929
C7 2.944 -4.486 7.401
O9 2.895 -4.514 8.815
C8 2.888 -5.890 9.227
N1 3.747 -3.111 5.533
H1 2.679 -1.039 6.884
H2 2.223 -1.940 8.267
H3 1.395 -2.193 6.695
H4 4.337 -2.859 7.459
H5 3.614 -5.252 6.998
H6 1.969 -4.741 6.967
H7 2.233 -6.464 8.568
H8 2.545 -5.942 10.259
H9 3.870 -6.368 9.192
H10 2.927 -3.459 5.051
H11 3.978 -2.175 5.229
C9 6.841 -4.130 1.743
C10 5.718 -3.996 2.794
C11 4.742 -5.169 2.789
O10 4.194 -5.472 1.540
C12 3.289 -4.554 0.984
N2 6.369 -3.744 4.087
H12 6.336 -4.039 0.778
H13 7.399 -5.061 1.829
H14 7.516 -3.277 1.825
H15 5.201 -3.070 2.510
H16 3.948 -4.977 3.517
H17 5.308 -6.026 3.162
H18 2.827 -5.102 0.159
H19 3.893 -3.747 0.567
H20 2.430 -4.281 1.601
H21 6.778 -2.818 4.156
H22 5.575 -3.570 4.710
C13 2.573 2.870 1.053
C14 3.518 2.989 2.232
C15 4.966 2.725 1.849
O11 4.980 1.342 1.543
C16 6.079 0.861 0.816
N3 3.325 4.308 2.823
H23 1.595 2.555 1.410
H24 2.933 2.151 0.317
H25 2.513 3.844 0.562
H26 3.230 2.208 2.945
H27 5.794 3.037 2.489
H28 5.133 3.326 0.945
H29 6.134 -0.226 0.891
H30 7.049 1.197 1.193
H31 5.904 1.084 -0.237
H32 2.324 4.454 2.899
H33 3.697 4.287 3.765
C17 -0.878 4.671 1.473
C18 -1.028 4.567 2.968
C19 -2.213 3.612 3.289
O12 -2.599 3.397 4.598
C20 -3.299 4.415 5.281
N4 0.246 4.104 3.553
H34 -1.867 4.741 1.015
H35 -0.354 3.810 1.052
H36 -0.254 5.491 1.121
H37 -1.335 5.474 3.493
H38 -2.084 2.641 2.802
H39 -3.072 3.997 2.717
H40 -4.155 4.762 4.695
H41 -2.675 5.269 5.553
H42 -3.673 4.029 6.228
H43 0.585 3.225 3.181
H44 0.177 3.944 4.551
C21 7.592 -1.211 -1.699
C22 6.491 -2.180 -2.112
C23 5.245 -1.941 -1.253
O13 4.668 -0.666 -1.402
C24 3.397 -0.565 -0.788
N5 6.155 -1.810 -3.510
H45 7.717 -1.484 -0.647
H46 7.342 -0.158 -1.816
H47 8.547 -1.379 -2.194
H48 6.950 -3.167 -2.093
H49 5.484 -2.209 -0.215
H50 4.504 -2.732 -1.433
H51 3.427 -0.747 0.290
H52 2.760 -1.363 -1.184
H53 2.991 0.418 -1.012
H54 5.654 -0.931 -3.427
H55 5.458 -2.472 -3.826
C25 -1.577 -1.036 -4.601
C26 -2.771 -0.531 -3.815
C27 -3.832 0.063 -4.739
O14 -4.846 0.615 -3.941
C28 -5.757 1.321 -4.767
N6 -3.291 -1.649 -3.011
H56 -1.887 -1.810 -5.306
H57 -0.788 -1.427 -3.957
H58 -1.059 -0.277 -5.190
H59 -2.333 0.174 -3.104
H60 -4.275 -0.614 -5.478
H61 -3.341 0.800 -5.382
H62 -5.292 1.855 -5.597
H63 -6.393 1.994 -4.193
H64 -6.431 0.597 -5.235
H65 -2.468 -2.077 -2.546
H66 -3.466 -2.453 -3.611
C29 -3.177 1.799 -8.379
C30 -3.033 3.218 -7.798
C31 -1.761 3.476 -7.039
O15 -1.810 2.905 -5.721
C32 -0.644 3.095 -4.957
N7 -3.092 4.074 -8.976
H67 -2.278 1.527 -8.932
H68 -3.998 1.786 -9.097
H69 -3.475 1.098 -7.599
H70 -3.845 3.410 -7.091
H71 -1.681 4.546 -6.828
H72 -0.880 3.082 -7.554
H73 0.113 2.312 -5.067
H74 -0.931 3.004 -3.908
H75 -0.127 4.043 -5.120
H76 -2.821 5.036 -8.818
H77 -2.492 3.709 -9.704
C33 -1.062 8.046 -3.143
C34 -0.632 6.866 -2.281
C35 0.511 6.068 -2.899
O16 0.528 4.830 -2.200
C36 1.671 4.025 -2.426
N8 -0.249 7.276 -0.939
H78 -1.328 7.742 -4.153
H79 -0.200 8.715 -3.083
H80 -1.888 8.582 -2.677
H81 -1.468 6.176 -2.134
H82 1.435 6.645 -2.813
H83 0.250 5.912 -3.951
H84 2.566 4.488 -2.006
H85 1.771 3.779 -3.487
H86 1.498 3.063 -1.944
H87 0.252 6.469 -0.578
H88 0.486 7.976 -0.905
C37 1.443 -4.011 -4.749
C38 1.766 -2.547 -5.138
C39 2.846 -1.875 -4.268
O17 2.953 -0.472 -4.351
C40 1.807 0.262 -3.844
N9 1.992 -2.546 -6.580
H89 2.355 -4.573 -4.532
H90 0.946 -4.518 -5.575
H91 0.813 -4.155 -3.869
H92 0.852 -1.951 -5.073
H93 3.815 -2.256 -4.587
H94 2.677 -2.147 -3.221
H95 1.516 -0.075 -2.847
H96 1.063 0.166 -4.632
H97 2.085 1.302 -3.680
H98 2.717 -3.227 -6.798
H99 2.546 -1.703 -6.733
C41 0.154 -4.628 3.538
C42 -1.122 -3.980 4.093
C43 -1.032 -2.475 4.167
O18 -2.131 -1.930 4.895
C44 -2.103 -0.519 5.063
N10 -2.283 -4.352 3.250
H100 -0.019 -5.680 3.310
H101 0.922 -4.535 4.305
H102 0.468 -4.190 2.588
H103 -1.331 -4.419 5.071
H104 -0.824 -2.056 3.180
H105 -0.198 -2.237 4.837
H106 -2.920 -0.203 5.706
H107 -2.064 -0.003 4.102
H108 -1.160 -0.166 5.494
H109 -2.454 -5.325 3.479
H110 -3.027 -3.849 3.731
C45 -3.591 3.378 -2.691
C46 -4.238 3.258 -1.297
C47 -4.595 4.641 -0.753
O19 -5.122 4.615 0.544
C48 -4.900 5.792 1.315
N11 -5.453 2.409 -1.249
H111 -2.759 4.085 -2.647
H112 -4.301 3.724 -3.444
H113 -3.073 2.478 -3.020
H114 -3.431 2.814 -0.709
H115 -5.273 5.037 -1.518
H116 -3.670 5.223 -0.708
H117 -3.846 5.999 1.502
H118 -5.486 5.706 2.229
H119 -5.327 6.674 0.831
H120 -5.897 2.707 -0.377
H121 -6.079 2.972 -1.828
C49 -6.135 -3.004 2.285
C50 -5.954 -1.802 1.350
C51 -5.136 -0.735 2.024
O20 -5.159 0.457 1.234
C52 -4.460 1.517 1.854
N12 -5.379 -2.184 0.060
H122 -6.664 -2.733 3.200
H123 -5.146 -3.407 2.488
H124 -6.782 -3.791 1.891
H125 -6.966 -1.397 1.253
H126 -4.144 -1.119 2.276
H127 -5.602 -0.418 2.961
H128 -4.500 2.393 1.208
H129 -3.416 1.249 2.012
H130 -4.964 1.862 2.759
H131 -5.988 -2.953 -0.210
H132 -4.510 -2.671 0.320
C53 -2.559 -5.869 0.558
C54 -1.884 -4.637 0.035
C55 -2.038 -4.381 -1.477
O21 -1.362 -3.149 -1.785
C56 -0.002 -3.037 -1.406
N13 -2.274 -3.509 0.933
H133 -3.646 -5.799 0.475
H134 -2.263 -6.054 1.585
H135 -2.237 -6.775 0.040
H136 -0.828 -4.773 0.289
H137 -3.100 -4.269 -1.699
H138 -1.596 -5.232 -2.000
H139 0.127 -2.821 -0.346
H140 0.510 -2.183 -1.856
H141 0.576 -3.921 -1.681
H142 -1.428 -2.949 0.948
H143 -2.251 -3.843 1.966

Forces on atoms 1 to 6 (eV/Å):
0.96 -0.66 0.19
-0.23 -0.33 0.89
0.95 -0.22 -0.49
-0.91 0.26 -0.60
0.98 -0.03 0.90
-0.70 0.59 -0.40

The calculation puts the max |F| at 3.46 eV/A. The frontier orbital gap comes out at 6.2 eV. For the molecular weight, the calculation gives 1552.84 g mol⁻¹. The value obtained for the lowest unoccupied orbital energy is -3.559 eV. The calculation puts the relative energy (zero: lowest compared OMol25 entry of this formula, charge and spin) at 89.1 kJ/mol. Its total charge is +1.